Record 1
# CH2BNO2

A 2-piece molecular cluster, CH2BNO2 overall at a distorted geometry (wB97M-V/def2-TZVPD, OMol25).

Positions of all 7 atoms, in Å:
1 B -0.551 -0.430 -0.070
2 C 1.218 1.040 0.597
3 N 1.886 1.967 0.642
4 O -0.213 -1.682 0.043
5 O -1.557 0.210 -0.563
6 H 0.525 -2.213 0.377
7 H -1.308 1.109 -1.026

Force components x, y, z for each atom (eV/Å):
3.7 0.5 1.1
-3.1 -2.7 -1.1
1.0 1.1 0.2
-0.5 -0.6 0.0
-0.1 3.2 -1.9
-0.2 1.0 0.0
-0.7 -2.4 1.6

LUMO = -0.1284 eV
gap between HOMO and LUMO = 10.56 eV
2S+1 = 1
HOMO energy = -0.393 Eh

Record 2
# C3H7NO3S

C3H7NO3S as an isolated structure at a distorted geometry (wB97M-V/def2-TZVPD, OMol25).

Positions of all 15 atoms, in Å:
1 C -0.891 -1.005 -0.748
2 C -1.302 0.336 -1.335
3 C 0.717 0.572 -0.236
4 N 0.537 -0.834 -0.416
5 O -0.311 0.559 2.234
6 O 2.125 0.486 1.978
7 O -0.156 1.203 -1.048
8 S 0.728 1.277 1.519
9 H -1.549 -1.349 0.172
10 H -1.072 -1.883 -1.389
11 H -1.542 0.422 -2.329
12 H -2.100 0.925 -0.786
13 H 1.977 0.966 -0.568
14 H 1.905 -0.335 2.510
15 H 0.935 -1.338 0.441

Force components x, y, z for each atom (eV/Å):
-1.7 -2.2 2.0
0.1 2.0 3.9
4.8 0.9 -1.2
0.6 -0.2 1.9
-1.2 -0.2 0.6
-0.2 -0.6 0.4
-0.5 0.4 -0.7
0.9 -1.1 -0.4
1.2 1.3 -1.4
0.5 0.6 -0.4
-0.1 -0.3 -2.5
0.3 -1.5 -0.4
-3.5 -1.2 0.8
-0.1 1.3 -0.8
-1.2 0.6 -1.8

LUMO = 0.6580 eV
gap between HOMO and LUMO = 9.28 eV
2S+1 = 1
HOMO energy = -0.317 Eh

Record 3
# C34H36BCl3CrGeN6O4PS2

C34H36BCl3CrGeN6O4PS2 as an isolated structure (wB97M-V/def2-TZVPD, OMol25).

Positions of all 89 atoms, in Å:
1 Cr 0.587 1.358 0.204
2 C -0.270 -5.319 -3.492
3 C -1.248 -4.719 -2.503
4 O -0.610 -4.340 -1.273
5 P 0.344 -3.057 -1.062
6 S 0.678 -2.815 0.803
7 S -0.570 -1.639 -2.278
8 O 1.633 -3.346 -1.947
9 C 2.624 -4.304 -1.536
10 C 3.787 -3.634 -0.843
11 H -0.812 -5.684 -4.369
12 H 0.265 -6.158 -3.040
13 H 0.457 -4.575 -3.820
14 H -2.005 -5.442 -2.206
15 H -1.758 -3.862 -2.942
16 H 2.953 -4.774 -2.463
17 H 2.160 -5.064 -0.906
18 H 4.187 -2.828 -1.460
19 H 4.571 -4.377 -0.674
20 H 3.481 -3.215 0.116
21 C 2.496 -1.462 4.010
22 C 2.792 -0.485 5.118
23 C 2.840 -0.927 6.439
24 C 3.154 -0.085 7.498
25 C 3.445 1.247 7.222
26 C 3.404 1.713 5.918
27 C 3.069 0.878 4.836
28 N 3.086 1.389 3.551
29 C 2.043 1.178 2.772
30 N 0.822 0.919 3.362
31 C -0.275 0.218 2.820
32 C -0.473 0.137 1.442
33 C -1.595 -0.571 1.010
34 C -2.477 -1.177 1.897
35 C -2.255 -1.063 3.259
36 C -1.158 -0.362 3.743
37 C -0.941 -0.201 5.228
38 N 2.094 1.244 1.435
39 C 3.427 1.289 0.847
40 C 3.725 0.080 -0.040
41 C 5.176 0.173 -0.460
42 C 5.686 1.369 -0.751
43 C 4.895 2.596 -0.585
44 C 3.795 2.597 0.174
45 C 3.058 3.842 0.558
46 H 2.799 -2.469 4.301
47 H 3.034 -1.192 3.098
48 H 1.437 -1.499 3.741
49 H 2.633 -1.976 6.636
50 H 3.182 -0.462 8.513
51 H 3.703 1.927 8.027
52 H 3.627 2.749 5.689
53 H 4.131 1.216 1.683
54 H 0.885 0.923 4.364
55 H -1.808 -0.647 -0.049
56 H -3.340 -1.717 1.523
57 H -2.945 -1.511 3.969
58 H -1.761 -0.663 5.780
59 H -0.904 0.855 5.517
60 H -0.008 -0.663 5.572
61 H 3.548 -0.815 0.567
62 H 5.749 -0.735 -0.598
63 H 6.702 1.454 -1.123
64 H 5.255 3.523 -1.021
65 H 3.570 4.723 0.162
66 H 3.006 3.915 1.649
67 H 2.029 3.846 0.191
68 Cl -4.020 2.674 0.608
69 Ge -2.103 2.538 -0.664
70 Cl -2.288 4.588 -1.578
71 Cl -0.637 3.154 1.222
72 N 1.510 0.056 -1.132
73 C 2.824 -0.127 -1.261
74 N 3.491 -0.576 -2.309
75 C 2.962 -0.914 -3.476
76 N 2.632 -1.250 -4.539
77 O 0.383 0.639 -3.301
78 B 0.600 -0.157 -2.226
79 O 0.589 2.646 -1.322
80 C 1.135 2.802 -2.511
81 C 1.781 4.000 -2.849
82 C 2.363 4.186 -4.095
83 C 2.311 3.183 -5.056
84 C 1.656 1.994 -4.756
85 C 1.079 1.819 -3.513
86 H 1.805 4.779 -2.096
87 H 2.862 5.123 -4.316
88 H 2.774 3.318 -6.027
89 H 1.602 1.175 -5.462

Force components x, y, z for each atom (eV/Å):
0.4 0.0 -0.3
0.0 0.0 -0.1
0.2 0.0 0.0
-0.2 0.1 -0.1
0.0 -0.1 0.2
0.1 -0.2 0.0
0.0 0.3 0.0
0.3 0.0 -0.2
0.0 0.1 0.0
0.1 0.0 0.0
0.0 0.0 0.0
0.0 0.0 0.0
0.0 0.0 0.0
0.0 -0.1 0.0
0.0 0.1 0.0
0.0 -0.1 -0.1
0.0 0.0 0.1
0.0 0.0 0.0
0.0 0.0 0.0
0.0 0.0 0.0
0.0 -0.1 0.1
0.1 -0.1 0.1
0.0 0.0 -0.1
0.0 0.1 -0.1
0.0 0.0 0.0
0.0 0.0 -0.1
0.0 0.1 0.1
0.0 -0.1 0.0
-0.2 -0.1 0.0
-0.1 0.1 -0.3
0.2 0.1 0.0
-0.3 0.2 -0.1
-0.1 0.1 0.2
0.1 0.1 -0.1
0.0 0.0 0.0
0.0 -0.1 0.0
0.0 -0.1 0.0
0.1 0.1 0.1
-0.3 0.1 0.1
0.0 0.0 -0.1
-0.1 0.0 0.0
-0.1 0.2 0.0
0.2 -0.1 0.0
0.0 0.0 0.1
0.0 0.0 0.0
0.0 0.0 0.0
0.0 0.0 0.0
0.1 0.0 0.0
0.0 0.0 0.0
0.0 0.0 0.0
0.0 0.0 0.0
0.0 0.0 0.0
0.1 -0.1 0.1
-0.1 0.0 0.0
0.0 0.0 0.0
0.0 0.0 0.0
0.0 0.0 0.0
0.0 0.0 0.0
0.0 0.0 0.0
0.0 0.0 0.0
0.0 0.0 0.1
0.0 0.0 0.0
0.0 0.0 0.0
0.0 0.0 0.0
0.0 0.0 0.0
0.0 0.0 0.0
0.0 0.0 0.0
0.0 0.0 -0.1
-0.3 0.1 0.2
0.0 0.0 0.0
-0.2 0.2 0.1
0.3 0.0 -0.3
-0.2 0.1 0.0
-0.1 -0.1 -0.3
0.0 0.0 0.4
0.0 0.0 0.1
-0.1 -0.1 0.3
0.0 -0.3 -0.1
0.1 -0.2 0.1
0.0 0.0 0.0
0.1 0.1 -0.1
0.0 0.0 0.1
0.0 -0.1 0.0
0.1 0.1 -0.1
0.0 -0.1 0.0
0.0 0.0 0.0
0.0 0.0 0.0
0.0 0.0 0.0
0.0 0.0 0.0

LUMO (alpha / beta) = 4.1841 / 4.1840 eV
expectation value of S² = 3.802
gap between HOMO and LUMO (alpha / beta) = 7.01 / 7.02 eV
2S+1 = 4
total charge = -2
HOMO energy (alpha / beta) = -0.104 / -0.104 Eh

Record 4
# C60H57FHgN7O3S2Si

C60H57FHgN7O3S2Si as an isolated structure (wB97M-V/def2-TZVPD, OMol25).

Positions of all 132 atoms, in Å:
1 Hg 0.274 0.405 0.726
2 S -2.593 2.009 4.436
3 C -0.937 2.538 4.517
4 C -0.458 3.232 5.655
5 C 0.851 3.652 5.709
6 C 1.703 3.378 4.640
7 C 1.173 2.667 3.578
8 N -0.089 2.242 3.511
9 H -1.148 3.428 6.465
10 H 1.210 4.193 6.578
11 H 2.736 3.699 4.625
12 H 1.790 2.423 2.716
13 C -4.961 -3.657 -4.103
14 C -5.003 -2.163 -4.398
15 C -6.439 -1.662 -4.334
16 C -6.505 -0.173 -4.619
17 C -5.614 0.570 -3.665
18 C -5.883 1.868 -3.295
19 C -5.029 2.539 -2.429
20 F -5.344 3.809 -2.099
21 C -3.906 1.954 -1.920
22 C -3.622 0.631 -2.276
23 C -2.386 0.019 -1.715
24 O -1.686 0.698 -0.975
25 C -2.130 -1.332 -2.147
26 C -3.009 -1.922 -2.990
27 N -4.167 -1.389 -3.464
28 C -4.474 -0.068 -3.136
29 C -0.923 -2.179 -1.725
30 O -0.718 -3.200 -2.411
31 O -0.290 -1.779 -0.720
32 H -5.715 -4.153 -4.718
33 H -5.191 -3.846 -3.053
34 H -4.001 -4.114 -4.330
35 H -4.627 -1.991 -5.414
36 H -6.844 -1.877 -3.340
37 H -7.032 -2.225 -5.058
38 H -7.528 0.201 -4.545
39 H -6.176 0.010 -5.648
40 H -6.756 2.383 -3.677
41 H -3.228 2.475 -1.254
42 H -2.747 -2.920 -3.312
43 C 2.056 -0.455 1.584
44 Si 3.378 -1.313 0.641
45 C 4.168 -0.286 -0.753
46 N 3.231 0.501 -1.549
47 C 2.281 -0.334 -2.278
48 C 2.919 -1.145 -3.424
49 C 4.129 -0.406 -4.011
50 C 3.924 1.100 -3.899
51 C 3.833 1.514 -2.419
52 C 4.815 -1.639 1.850
53 C 5.442 -0.560 2.483
54 C 6.444 -0.748 3.425
55 C 6.847 -2.034 3.761
56 C 6.241 -3.121 3.148
57 C 5.238 -2.921 2.205
58 C 2.912 -3.014 -0.008
59 C 1.703 -3.613 0.347
60 C 1.378 -4.893 -0.074
61 C 2.262 -5.607 -0.871
62 C 3.467 -5.030 -1.246
63 C 3.784 -3.748 -0.815
64 H 2.537 0.396 2.082
65 H 1.732 -1.118 2.390
66 H 4.778 -0.977 -1.366
67 H 4.894 0.387 -0.284
68 H 1.496 0.316 -2.682
69 H 1.771 -1.006 -1.585
70 H 2.163 -1.293 -4.200
71 H 3.197 -2.145 -3.082
72 H 4.296 -0.709 -5.048
73 H 5.041 -0.672 -3.466
74 H 3.005 1.384 -4.424
75 H 4.732 1.651 -4.387
76 H 3.263 2.449 -2.345
77 H 4.832 1.737 -2.036
78 H 5.132 0.455 2.246
79 H 6.906 0.110 3.900
80 H 7.625 -2.187 4.500
81 H 6.545 -4.130 3.405
82 H 4.771 -3.782 1.737
83 H 0.975 -3.041 0.912
84 H 0.415 -5.316 0.183
85 H 1.998 -6.597 -1.222
86 H 4.157 -5.573 -1.883
87 H 4.737 -3.321 -1.117
88 N -1.658 -0.231 1.998
89 S -1.629 -1.695 2.550
90 C -3.063 -1.900 3.629
91 C -3.217 -3.048 4.395
92 C -4.349 -3.198 5.180
93 C -5.317 -2.201 5.201
94 C -5.151 -1.058 4.435
95 C -4.023 -0.902 3.639
96 C -0.360 -1.915 3.807
97 C 0.356 -3.103 3.800
98 C 1.432 -3.257 4.668
99 C 1.775 -2.222 5.526
100 C 1.044 -1.038 5.525
101 C -0.028 -0.875 4.662
102 H -1.852 0.475 2.723
103 H -2.447 -3.811 4.393
104 H -4.468 -4.088 5.785
105 H -6.195 -2.314 5.825
106 H -5.891 -0.269 4.464
107 H -3.861 -0.008 3.051
108 H 0.108 -3.884 3.089
109 H 2.018 -4.167 4.643
110 H 2.626 -2.332 6.187
111 H 1.317 -0.225 6.187
112 H -0.602 0.051 4.653
113 N 0.952 8.723 -6.298
114 C 0.736 7.975 -5.427
115 C 0.477 7.080 -4.382
116 C 0.088 7.539 -3.077
117 C -0.160 6.658 -2.061
118 C -0.049 5.263 -2.269
119 C 0.329 4.787 -3.549
120 C 0.585 5.660 -4.569
121 N -0.266 4.354 -1.198
122 C -1.206 4.460 -0.190
123 C -1.044 3.371 0.617
124 N -0.026 2.599 0.118
125 C 0.420 3.218 -0.960
126 H 0.004 8.603 -2.893
127 H -0.425 7.035 -1.079
128 H 0.389 3.718 -3.728
129 H 0.855 5.275 -5.545
130 H -1.902 5.280 -0.161
131 H -1.582 3.091 1.511
132 H 1.230 2.887 -1.587

Force components x, y, z for each atom (eV/Å):
0.2 -0.2 -0.1
0.3 0.1 0.0
-0.2 -0.1 0.1
0.1 0.1 0.0
-0.1 0.0 0.0
0.0 0.0 -0.1
0.0 0.0 0.0
0.0 0.1 -0.1
0.0 0.0 0.0
0.0 0.0 0.0
0.0 0.0 0.0
0.0 0.0 0.0
0.0 0.0 0.0
0.0 0.0 0.0
0.0 0.0 0.0
0.0 0.0 0.0
0.1 0.0 0.0
0.0 0.0 0.0
0.0 -0.1 0.0
0.0 0.1 0.0
0.0 0.0 0.0
0.0 0.0 0.0
-0.1 0.0 0.0
0.1 0.1 0.0
0.0 0.0 -0.1
0.1 -0.1 0.0
0.0 0.0 0.0
-0.1 0.0 -0.1
0.0 0.0 0.0
0.0 0.0 0.1
0.0 0.0 -0.1
0.0 0.0 0.0
0.0 0.0 0.0
0.0 0.0 0.0
0.0 0.0 0.0
0.0 0.0 0.0
0.0 0.0 0.0
0.0 0.0 0.0
0.0 0.0 0.0
0.0 0.0 0.0
0.0 0.0 0.0
0.0 0.0 0.0
0.1 0.1 0.0
0.0 0.0 -0.1
0.0 0.0 0.0
-0.1 -0.1 0.0
-0.1 0.0 0.0
0.0 0.0 0.0
0.0 0.0 0.0
0.0 0.0 0.0
0.0 0.0 0.0
0.1 0.0 0.0
0.0 0.0 0.0
0.0 0.0 0.0
0.0 0.0 0.0
0.0 0.0 0.0
0.0 0.0 0.0
0.0 0.0 0.0
-0.1 0.1 0.1
0.0 0.0 -0.1
-0.1 0.0 0.0
0.0 0.0 0.0
0.1 -0.1 0.0
0.0 0.0 0.0
0.0 0.0 0.0
0.0 0.0 0.1
-0.1 0.1 0.0
0.1 0.0 0.0
0.0 0.0 0.0
0.0 0.0 0.0
0.0 0.0 0.0
0.0 0.0 0.0
0.0 0.0 0.0
0.0 -0.1 0.0
0.0 0.0 0.0
0.0 0.0 0.0
0.0 0.0 0.0
0.0 0.0 0.0
0.0 0.0 0.0
0.0 0.0 0.0
0.0 0.0 0.0
0.0 0.0 0.0
0.1 -0.1 0.0
0.0 0.0 0.0
0.0 0.0 0.0
0.0 0.0 0.0
0.0 0.0 0.0
-0.1 0.1 -0.1
-0.1 -0.1 -0.1
-0.1 0.1 0.0
0.0 0.0 0.0
0.0 0.0 0.0
0.0 0.0 0.0
0.0 0.0 0.0
0.0 -0.1 -0.1
0.0 0.0 0.1
0.1 0.0 0.0
0.0 0.0 -0.1
0.0 0.0 0.0
0.0 0.0 0.0
-0.1 0.1 0.1
0.1 0.0 0.1
0.0 0.0 0.0
0.0 0.0 0.0
0.0 0.0 0.0
0.0 0.0 0.0
-0.1 -0.1 0.0
0.0 0.0 0.0
0.0 0.0 0.0
0.0 0.0 0.0
0.0 0.0 0.0
0.1 -0.2 -0.1
0.0 -0.1 0.1
0.0 0.1 -0.1
0.0 0.0 0.0
0.0 0.0 0.0
0.0 0.0 0.0
0.0 0.0 0.0
0.0 0.0 0.0
0.0 0.0 0.0
0.0 0.0 0.1
0.0 0.0 -0.1
0.0 0.0 -0.1
-0.2 0.1 0.2
0.0 0.0 -0.1
0.0 0.0 0.0
0.0 0.0 0.0
0.0 0.0 0.0
0.0 0.0 0.0
0.0 0.0 0.0
0.0 0.0 0.0
0.0 0.0 0.0

LUMO (alpha / beta) = 3.4825 / 3.4822 eV
expectation value of S² = 0.769
gap between HOMO and LUMO (alpha / beta) = 3.24 / 6.13 eV
2S+1 = 2
total charge = -2
HOMO energy (alpha / beta) = 0.009 / -0.097 Eh

What relative energy (zero: lowest compared OMol25 entry of this formula, charge and spin) values result from the calculations? In sequence: 2.281 2.428 0.000 0.173 eV.
What calculated total energy values result from the calculations? In sequence: -7330.7416 -21689.5456 -207125.9835 -116160.6441 eV.